DFT (ωB97M-V/def2-TZVPD) results for a structure of composition C58H45N8O3PZr in a non-equilibrium geometry.

Atoms and positions in Å:
Zr1 -0.0741 0.7654 -0.2463
C1 -3.0692 1.3510 -6.1494
C2 -4.0994 2.0096 -5.4366
C3 -3.9312 2.3974 -4.1273
C4 -2.7062 2.1054 -3.5143
C5 -2.2015 2.3442 -2.1967
N1 -2.7805 3.1409 -1.2996
C6 -2.3171 3.2228 -0.0917
C7 -2.6765 4.1973 0.9100
C8 -3.4971 5.3258 0.8693
C9 -3.6232 6.0727 2.0218
C10 -2.9581 5.7159 3.2111
C11 -2.1519 4.5992 3.2606
C12 -2.0077 3.8512 2.0903
C13 -1.3116 2.6255 1.7912
N2 -0.7443 1.7657 2.6474
C14 1.2541 1.1029 2.5437
N3 1.6735 1.6142 1.2225
C15 2.9172 1.2651 1.0305
N4 3.6536 1.3751 -0.0939
C16 3.0821 1.3871 -1.2576
N5 1.7573 1.2115 -1.5929
C17 1.7021 1.1508 -2.9931
N6 0.6736 1.0575 -3.7526
C18 -0.5853 1.3426 -3.3229
N7 -0.9291 1.8091 -2.0935
C19 -1.6892 1.4511 -4.2187
C20 -1.8590 1.0765 -5.5586
C21 3.0560 1.2628 -3.5459
C22 3.5226 1.2454 -4.8495
C23 4.8865 1.4221 -5.0382
C24 5.7498 1.6209 -3.9539
C25 5.2654 1.6434 -2.6524
C26 3.9042 1.4623 -2.4805
C27 3.4931 0.6277 2.2200
C28 4.7910 0.2025 2.4555
C29 5.0416 -0.4579 3.6470
C30 4.0068 -0.6798 4.5585
C31 2.7126 -0.2383 4.3137
C32 2.4584 0.4285 3.1187
N8 -1.4301 2.3057 0.5024
H1 -3.2392 1.0640 -7.1797
H2 -5.0386 2.2096 -5.9372
H3 -4.7138 2.9052 -3.5782
H4 -4.0128 5.5948 -0.0430
H5 -4.2502 6.9553 2.0181
H6 -3.0920 6.3227 4.0973
H7 -1.6576 4.3078 4.1802
H8 -1.0627 0.5862 -6.1053
H9 2.8431 1.1054 -5.6809
H10 5.2921 1.4132 -6.0423
H11 6.8078 1.7596 -4.1368
H12 5.9163 1.7957 -1.8009
H13 5.5661 0.3763 1.7190
H14 6.0406 -0.8077 3.8735
H15 4.2176 -1.2075 5.4807
H16 1.9330 -0.4289 5.0345
C33 -1.5357 -2.8202 4.5595
C34 -1.3279 -2.9672 3.1993
C35 -0.8592 -1.8903 2.4620
C36 -0.5851 -0.6557 3.0297
C37 -0.1466 0.4835 2.1307
C38 0.4722 2.1320 3.4066
C39 0.2794 1.7689 4.8494
C40 -0.3225 0.6487 5.2401
C41 -0.7421 -0.5212 4.4288
C42 -1.2299 -1.6079 5.1588
H17 -1.9235 -3.6389 5.1524
H18 -1.5543 -3.9054 2.7062
H19 -0.7338 -1.9905 1.3930
H20 0.7847 3.1691 3.2778
H21 0.6168 2.4764 5.5983
H22 -0.4536 0.5093 6.3095
H23 -1.3576 -1.4953 6.2304
C43 -0.1320 -5.2206 -0.5856
C44 -0.4144 -3.8135 -1.0498
O1 0.8512 -3.2053 -1.4094
P1 1.1677 -1.6315 -1.3283
O2 2.5640 -1.6504 -2.1250
C45 2.6306 -2.1259 -3.4892
C46 3.8703 -2.9723 -3.6317
O3 1.6882 -1.4195 0.1911
C47 2.7279 -2.2976 0.7399
C48 2.2182 -3.0295 1.9526
H24 -1.0747 -5.7417 -0.4077
H25 0.4446 -5.2258 0.3402
H26 0.4282 -5.7690 -1.3440
H27 -0.9135 -3.2284 -0.2762
H28 -1.0593 -3.8105 -1.9249
H29 2.6657 -1.2556 -4.1441
H30 1.7352 -2.7029 -3.7256
H31 4.7545 -2.3936 -3.3603
H32 3.9785 -3.3055 -4.6655
H33 3.8130 -3.8495 -2.9858
H34 3.5739 -1.6592 0.9692
H35 3.0273 -2.9953 -0.0390
H36 1.9528 -2.3484 2.7591
H37 3.0021 -3.7027 2.3077
H38 1.3378 -3.6240 1.7070
C49 -5.3384 -1.4141 1.7797
C50 -4.3761 -0.4584 2.1727
C51 -3.3000 -0.1983 1.3760
C52 -3.0845 -0.8581 0.1349
C53 -1.9190 -0.6086 -0.6929
C54 -1.9858 -1.1709 -1.9536
C55 -3.0483 -1.9744 -2.4223
C56 -4.0670 -2.3060 -1.5867
C57 -4.1104 -1.7488 -0.2845
C58 -5.2082 -2.0325 0.5720
H39 -6.1832 -1.6331 2.4215
H40 -4.4884 0.0704 3.1121
H41 -2.5854 0.5393 1.6979
H42 -1.1788 -1.0109 -2.6603
H43 -3.0238 -2.3486 -3.4399
H44 -4.8706 -2.9598 -1.9091
H45 -5.9603 -2.7346 0.2282

Properties
- HOMO (eV) = -5.800
- E (hartree) = -3289.56243

Mulliken population analysis, charges in e, atoms 1 to 99: -2.4268 -0.6561 -0.6286 -0.5386 0.8859 -0.3298 -0.5888 -0.4112 -0.5536 -0.4359 -0.5462 -0.8629 -0.0566 0.0832 0.0208 0.8229 0.6283 -1.1501 0.1337 -0.6366 -0.0439 -0.1002 -1.0769 -0.3087 -0.4511 -0.4542 0.7434 -0.7015 0.4410 0.0799 -0.7946 -0.7572 -0.0704 -0.0062 -0.5623 0.0889 -0.8344 -1.0177 0.4909 1.4163 1.0302 0.4199 0.4035 0.5188 0.5597 0.4051 0.4258 0.5471 0.4904 0.5773 0.4402 0.4291 0.5557 0.5693 0.4168 0.4453 0.5091 -1.2198 -1.0613 0.5586 0.0653 -0.4325 0.1027 -1.6826 -0.5646 2.1717 -1.2017 0.4046 0.5590 -0.3816 0.6542 0.4887 0.3933 0.3757 -1.7034 0.8992 -0.4613 1.6313 -0.3804 0.1588 -1.5145 0.3609 -0.4263 -0.4107 0.4381 0.2938 0.3616 -0.3225 0.2729 0.1546 0.3706 0.2629 0.4517 0.3077 0.1990 0.5639 -0.1305 0.5392 -0.2673

DFT (ωB97M-V/def2-TZVPD) results for a cluster of 6 separate species, C4H15O9 in total in a non-equilibrium geometry.

Atoms and positions in Å:
O1 -2.5589 2.6347 -0.1269
C1 -1.8800 1.6941 -0.3507
O2 -1.1393 1.7047 -1.5723
C2 -1.6374 0.5856 0.6297
C3 -1.8517 -0.9640 0.2941
C4 -1.1529 -1.6511 1.6554
O3 0.0024 -1.8850 1.4392
O4 -1.8801 -1.6931 2.6645
H1 -0.9316 0.7944 -1.8782
H2 -0.5817 0.7172 1.1152
H3 -2.3143 0.8114 1.4718
H4 -2.9345 -1.1046 0.3632
H5 -1.2482 -1.3450 -0.5637
H6 0.4132 -1.9771 0.0292
H7 1.7249 -2.0462 -0.8494
O5 0.8653 -1.8474 -0.8586
H8 0.1989 -0.3705 -3.5156
H9 0.6207 -0.9876 -2.2540
O6 0.3567 -0.1664 -2.6235
H10 2.2674 0.0196 -0.1558
H11 2.1835 0.8224 -1.4143
O7 2.6628 0.8287 -0.4574
H12 1.7920 2.2370 0.1004
H13 0.3327 2.6753 -0.4189
O8 1.0914 2.9325 0.2211
H14 1.9729 -0.0547 2.5228
H15 1.3604 -1.4459 2.1937
O9 2.2655 -0.9192 2.3389

Properties
- HOMO (eV) = -5.574
- E (hartree) = -838.66141
- total charge = -1

List of Mulliken charges in e, atom by atom: -0.5685 0.2235 -0.5410 -0.0954 -0.5838 0.5657 -0.7159 -0.7264 0.4046 0.0778 0.3600 0.3033 0.3792 0.3741 0.2206 -0.6894 0.2406 0.3387 -0.5787 0.3523 0.3728 -0.7533 0.4394 0.3497 -0.7300 0.2802 0.4379 -0.7381

DFT (ωB97M-V/def2-TZVPD) results for a cluster of 2 separate species, CH6N3S2 in total in a non-equilibrium geometry.

Atoms and positions in Å:
C1 -0.6829 1.6057 0.6315
N1 -1.2748 2.7069 0.3213
N2 -0.2200 0.5570 0.8674
N3 0.3248 -0.2417 1.7674
S1 1.3923 -1.8760 -1.3497
S2 0.3790 -3.5926 -1.8782
H1 -2.2438 2.7960 0.1276
H2 -0.7160 3.4722 0.3880
H3 2.3682 -1.9391 -2.2764
H4 -0.0976 -0.1012 2.6491
H5 1.1067 -0.6633 1.3355
H6 -0.3358 -2.7239 -2.5834

Properties
- HOMO (eV) = -12.440
- E (hartree) = -1001.98557
- total charge = +1
- relative energy (zero: lowest compared OMol25 entry of this formula, charge and spin) (kJ/mol) = 254.9

List of Mulliken charges in e, atom by atom: 0.3780 -0.3324 0.3062 -0.3730 -0.2555 -0.1349 0.2613 0.2405 0.1989 0.2426 0.2707 0.1977

DFT (ωB97M-V/def2-TZVPD) results for the molecule C3H6O2 in a non-equilibrium geometry.

Atoms and positions in Å:
C1 0.2383 1.7327 -0.6455
C2 0.1600 0.4429 0.1705
O1 0.9284 0.2432 1.1480
C3 -0.8016 -0.5876 -0.4179
O2 -0.4009 -1.8458 -0.0035
H1 -0.8044 1.9773 -0.8028
H2 0.4280 1.1641 -1.8305
H3 0.9162 2.6530 -0.3731
H4 -1.8605 -0.3474 -0.0573
H5 -0.6435 -0.4657 -1.5718
H6 0.1640 -1.6884 0.8370

Properties
- structure (SMILES) = CC(=O)CO
- HOMO (eV) = -10.250
- E (hartree) = -268.32422
- relative energy (zero: lowest compared OMol25 entry of this formula, charge and spin) (kJ/mol) = 212.7

List of Mulliken charges in e, atom by atom: -0.9424 0.7206 -0.6022 -0.3379 -0.5190 0.3381 0.2186 0.2771 0.2423 0.2543 0.3505

Question: Which of these has the lowest HOMO?
Answer: CH6N3S2

Question: Among the records above, which one has the lowest HOMO?
Answer: CH6N3S2

Question: The lowest HOMO belongs to which entry?
Answer: CH6N3S2